123
Properties=species:S:1:pos:R:3 method="wB97M-V/def2-TZVPD" total_charge=0 total_energy_ha=-18068.67935
C -3.831 -3.528 -2.339
C -4.082 -2.142 -2.857
C -4.078 -2.001 -4.339
N -4.325 -1.223 -2.037
P -3.451 0.261 -2.207
C -2.524 0.370 -0.581
C -1.598 -0.853 -0.596
C -0.196 -0.560 -0.040
S 0.749 0.388 -1.281
C 1.930 -0.780 -1.960
S 3.241 -1.193 -1.070
N 1.777 -1.285 -3.223
C 1.559 -2.720 -3.307
C 0.072 -3.148 -3.418
O -0.857 -2.097 -3.420
C -0.512 -1.055 -4.287
C 0.905 -0.501 -4.080
H -4.790 -3.970 -2.098
H -3.392 -4.137 -3.115
H -3.197 -3.503 -1.471
H -3.896 -0.990 -4.668
H -3.345 -2.666 -4.770
H -5.043 -2.329 -4.704
H -4.388 1.331 -2.206
H -1.947 1.277 -0.553
H -3.226 0.292 0.237
H -1.427 -1.076 -1.637
H -2.043 -1.730 -0.146
H 0.318 -1.488 0.146
H -0.273 0.008 0.870
H 2.081 -3.098 -4.178
H 1.995 -3.244 -2.480
H -0.073 -3.805 -4.273
H -0.185 -3.750 -2.558
H -0.657 -1.317 -5.334
H -1.213 -0.255 -4.093
H 1.371 -0.468 -5.058
H 0.829 0.524 -3.764
C -0.707 1.501 3.488
Cl -0.254 2.700 2.262
Cl -1.897 0.371 2.834
H 0.170 0.945 3.801
H -1.140 2.024 4.333
C 1.970 5.434 2.923
Cl 1.291 6.128 4.398
Cl 3.723 5.619 2.822
H 1.737 4.380 2.906
H 1.521 5.929 2.070
C -2.316 4.227 -2.178
Cl -1.599 5.476 -3.202
Cl -1.584 2.644 -2.465
H -2.152 4.498 -1.142
H -3.378 4.165 -2.386
C -1.778 -0.920 5.246
Cl -2.544 -0.261 6.701
Cl -0.012 -0.863 5.348
H -2.067 -1.960 5.125
H -2.101 -0.338 4.388
C 3.512 -1.086 3.513
Cl 2.670 0.121 2.545
Cl 2.996 -0.994 5.203
H 3.264 -2.070 3.132
H 4.581 -0.917 3.456
C 1.288 3.311 -5.711
Cl 0.121 2.125 -6.319
Cl 1.932 2.864 -4.128
H 2.109 3.381 -6.413
H 0.788 4.267 -5.619
C 3.419 2.951 -0.775
Cl 2.469 4.101 -1.730
Cl 3.039 3.063 0.947
H 3.194 1.946 -1.110
H 4.472 3.169 -0.911
C 0.768 8.845 -2.673
Cl 0.122 8.515 -4.291
Cl 0.628 7.447 -1.608
H 1.817 9.103 -2.768
H 0.215 9.671 -2.229
C -1.010 -5.083 3.722
Cl 0.643 -4.820 4.283
Cl -1.845 -3.550 3.437
H -0.979 -5.642 2.796
H -1.552 -5.637 4.479
C -0.556 -7.252 -1.982
Cl -1.243 -5.885 -1.092
Cl 1.019 -6.831 -2.660
H -0.437 -8.086 -1.304
H -1.224 -7.518 -2.789
C 2.194 11.190 -0.015
Cl 0.469 11.062 -0.394
Cl 2.526 10.768 1.664
H 2.741 10.511 -0.658
H 2.511 12.211 -0.190
C -1.973 -11.195 -1.566
Cl -1.528 -10.235 -2.984
Cl -1.768 -10.287 -0.064
H -3.012 -11.485 -1.658
H -1.340 -12.073 -1.531
C 4.397 -5.590 -3.712
Cl 4.834 -4.646 -5.141
Cl 4.579 -4.653 -2.225
H 3.358 -5.889 -3.800
H 5.036 -6.461 -3.660
C -2.812 7.045 4.243
Cl -2.108 8.341 3.268
Cl -2.055 5.486 3.901
H -2.665 7.279 5.291
H -3.869 6.975 4.018
C -5.803 1.858 2.035
Cl -4.617 2.559 3.135
Cl -5.524 2.376 0.366
H -5.721 0.778 2.080
H -6.795 2.171 2.337
C 1.286 -3.112 7.908
Cl -0.098 -4.213 7.924
Cl 1.897 -2.802 9.538
H 2.078 -3.559 7.319
H 0.974 -2.174 7.468
C 7.547 -1.299 4.801
Cl 6.901 -1.573 3.176
Cl 7.327 -2.710 5.839
H 8.606 -1.087 4.719
H 7.028 -0.457 5.242